[1]
Molecular formula: C41H53BiFN7O4S
Method: DFT, wB97M-V/def2-TZVPD

```
108
Properties=species:S:1:pos:R:3:forces:R:3
H 5.819 1.981 2.245 0.01 0.01 0.00
C -7.265 -2.166 -2.056 0.01 0.02 0.00
C -1.845 1.807 1.215 -0.05 -0.03 -0.08
C 3.531 0.994 3.385 0.01 0.09 0.03
C 5.179 2.732 2.709 -0.02 -0.02 -0.02
H -2.542 -1.721 -0.628 -0.01 0.00 0.00
C -8.668 -1.910 -2.674 0.06 -0.06 -0.05
C 5.156 0.204 -2.649 0.10 0.07 -0.10
C -1.920 0.666 0.322 -0.12 0.07 0.20
H -2.924 3.187 2.348 0.02 0.07 -0.05
H 5.879 -0.955 -5.089 0.03 -0.02 0.03
C -4.681 -1.628 -0.715 0.04 -0.05 0.08
C 0.466 -1.583 -2.134 0.00 -0.08 -0.01
H 5.929 -2.840 3.642 0.00 -0.01 0.02
H 5.892 -0.301 1.548 0.01 0.03 -0.01
C 0.051 -1.104 1.946 0.38 -0.05 0.00
H 5.508 2.862 3.743 0.01 0.01 0.01
C -5.668 3.887 0.649 0.03 -0.04 -0.01
C -5.379 2.818 1.695 -0.03 0.03 0.00
Bi 2.125 0.386 -0.225 -0.21 0.39 -0.14
F -4.814 -2.870 -1.256 0.01 0.03 -0.01
H -6.487 -1.952 -2.784 -0.01 0.00 0.00
O -0.669 3.100 2.782 0.02 0.09 -0.14
N -9.240 -0.729 -1.954 0.09 -0.05 0.05
H -0.357 -2.034 -1.573 0.05 0.06 -0.02
N 4.472 0.169 -1.498 -0.02 -0.04 0.05
H 4.843 1.773 -5.692 0.00 0.01 -0.02
C -5.691 0.350 0.167 -0.02 -0.03 0.04
H -5.115 3.284 2.644 -0.01 -0.01 -0.01
H -10.241 -1.886 -0.505 -0.03 0.03 -0.05
C 5.239 1.629 -4.684 -0.05 0.00 -0.01
C 4.816 -0.828 -4.878 -0.01 0.02 0.00
N -7.120 -1.264 -0.929 -0.09 0.06 0.14
H 2.826 1.512 -3.296 0.01 0.00 -0.03
N -1.138 -0.217 -3.355 -0.05 0.09 -0.07
C -0.003 -0.221 -2.597 0.08 -0.10 -0.12
H 0.594 -2.182 -3.043 -0.04 -0.05 0.00
H 4.286 -0.746 -5.831 0.02 0.01 -0.03
O 0.456 2.285 1.013 0.58 -0.02 -0.36
H -5.938 3.438 -0.308 -0.02 0.01 0.00
H 5.326 3.676 2.180 0.01 0.01 0.00
H 3.107 3.687 4.273 0.03 0.04 0.00
H 3.170 -0.254 6.520 0.00 0.01 0.01
H -8.449 -0.067 -1.899 -0.13 0.10 -0.07
C 4.562 0.422 -4.021 -0.05 0.02 -0.04
H 1.679 -2.351 -0.536 0.04 0.00 -0.04
C -3.435 -1.147 -0.415 0.00 -0.03 -0.04
H 3.415 2.206 1.629 -0.03 0.00 0.03
C 3.323 -0.240 5.449 0.02 0.01 -0.03
N 3.859 -0.182 1.281 0.13 -0.06 0.05
C -3.291 0.089 0.200 -0.04 0.19 -0.21
H 6.318 1.493 -4.759 0.01 -0.01 0.01
H -10.045 -0.318 -2.421 0.02 -0.05 0.01
C -8.143 -1.516 0.073 0.05 -0.15 0.01
H -4.781 4.501 0.491 0.00 0.01 -0.01
H 2.548 -0.203 -3.561 0.02 0.02 -0.02
H -6.580 0.945 0.330 -0.01 0.02 -0.03
C 3.285 -3.110 1.409 -0.07 -0.01 0.06
H 3.488 -3.522 3.465 0.04 0.02 0.04
H 1.771 3.191 3.209 -0.04 -0.02 0.01
H 2.629 -1.772 -1.905 0.00 0.03 -0.04
H -8.180 -2.576 0.348 0.00 0.01 0.02
H -9.926 -0.207 -0.034 0.04 0.03 -0.02
C 3.499 -1.424 4.758 -0.02 0.01 -0.01
H 3.225 1.888 5.303 -0.01 0.02 0.02
H -1.550 0.690 -3.500 -0.02 0.00 0.01
H 7.615 -0.331 -0.515 0.03 0.01 -0.01
C 6.540 0.004 -2.429 -0.01 0.00 0.04
C 3.064 0.674 -3.949 0.09 -0.07 0.06
O 0.614 0.807 -2.387 -0.03 0.09 -0.08
C 5.437 -3.115 2.708 -0.04 -0.02 0.00
H 7.307 -0.017 -3.186 0.02 0.00 -0.02
H -1.768 -0.995 -3.276 0.01 -0.03 0.00
H 4.467 -1.724 -4.363 -0.03 -0.01 -0.01
C -9.507 -1.083 -0.525 -0.03 -0.02 0.10
C -2.993 2.363 1.647 -0.08 -0.16 0.05
H 3.781 -2.594 0.586 0.00 -0.03 0.02
H 5.607 -4.180 2.530 0.00 0.00 -0.03
C 2.830 3.445 3.245 -0.03 -0.05 -0.03
H -7.922 -0.945 0.970 -0.01 0.01 -0.01
H -8.614 -1.675 -3.734 -0.02 0.02 0.01
C 6.705 -0.155 -1.067 -0.03 -0.02 0.00
C 3.933 -2.815 2.759 0.07 0.01 -0.07
N 1.027 -0.678 1.459 -0.32 -0.09 0.37
S -1.269 -1.748 2.631 -0.14 -0.05 0.01
C -5.823 -0.867 -0.481 0.08 0.05 -0.11
C -4.435 0.812 0.583 0.10 -0.04 -0.04
H -6.259 2.202 1.881 0.03 0.01 0.07
H 3.498 -2.366 5.295 -0.03 -0.01 0.01
H 2.970 4.347 2.647 0.00 0.01 0.00
H -9.347 -2.747 -2.530 -0.04 0.04 0.00
H 3.341 -4.183 1.213 0.02 -0.02 -0.02
C 5.076 -0.185 0.834 -0.01 0.00 0.05
C 3.677 -1.445 3.376 -0.08 -0.09 0.09
C 5.418 -0.054 -0.517 0.01 -0.05 0.01
C -0.547 2.463 1.722 -0.28 -0.09 0.40
H 2.668 0.889 -4.944 -0.01 0.01 -0.01
C 3.350 0.961 4.762 -0.05 -0.03 0.00
C 1.744 -1.584 -1.301 0.00 -0.05 0.06
N -4.268 1.960 1.318 0.06 0.00 0.01
H -6.480 4.538 0.976 -0.03 0.00 -0.01
H -7.180 -3.219 -1.772 0.00 0.00 -0.02
C 3.673 -0.221 2.701 0.12 -0.08 -0.07
C 3.699 2.327 2.676 -0.02 0.00 -0.01
H 2.236 -2.817 1.417 0.04 -0.03 0.01
O -1.012 0.154 -0.316 -0.15 0.01 0.13
H 5.050 2.537 -4.109 0.01 0.01 0.01
H 5.914 -2.566 1.894 0.02 0.01 0.00
```
Positions in Å, forces in eV/Å.

Summary:
HOMO energy ... -6.39 eV
E_tot ... -81389.831 eV
Charge ... 0

[2]
Molecular formula: C40H36CoN4O5S
Method: DFT, wB97M-V/def2-TZVPD

```
87
Properties=species:S:1:pos:R:3:forces:R:3
N -0.390 -1.886 -0.293 -0.26 0.05 -0.53
H 0.428 -0.048 -4.153 0.04 0.00 -0.06
N 7.665 -0.950 0.490 0.13 -0.02 0.01
C -2.047 -2.466 -2.025 -0.12 -0.01 -0.18
O -2.277 -6.184 0.241 -0.04 -0.33 -0.37
S -6.801 4.400 -4.013 0.05 -0.24 -0.36
H 2.858 1.786 -0.627 0.00 -0.03 -0.07
C -1.272 -3.197 -4.188 0.00 -0.01 0.01
C -0.291 -0.680 2.451 -0.15 -0.14 0.06
H -1.495 -3.516 -5.199 0.00 0.01 -0.01
H -5.240 -3.171 3.294 0.02 0.00 -0.01
C 4.589 0.651 -0.142 -0.11 0.11 0.00
C 0.120 0.599 4.470 0.03 0.12 -0.02
C -2.295 1.693 -1.094 -0.15 0.08 0.27
H 0.992 2.537 4.131 -0.01 -0.01 0.01
H -3.521 -6.162 -1.423 -0.01 0.03 -0.01
C -5.111 2.287 -3.469 0.08 -0.07 0.13
H -2.472 -2.194 5.678 0.02 -0.01 -0.01
C -3.794 3.631 -1.428 -0.16 0.09 -0.09
H -1.005 -0.001 -3.114 0.01 0.01 -0.03
O -6.931 4.657 -6.598 -0.31 0.11 -0.31
H -5.903 -5.536 2.930 0.02 0.02 -0.02
C -3.084 -5.437 1.062 -0.24 0.00 0.21
H -4.444 4.771 -6.947 -0.06 0.02 0.01
C 2.285 -0.179 0.049 -0.10 -0.27 -0.61
H -4.128 3.828 -5.466 0.01 0.01 0.04
H -4.734 -3.031 -1.873 -0.01 -0.06 -0.02
H 1.059 2.285 1.696 0.00 -0.03 0.01
H -4.530 -6.961 1.441 0.03 0.00 0.04
C -5.006 -5.138 2.472 -0.20 0.06 0.12
C -0.899 -2.438 0.736 0.02 0.13 0.22
C -5.492 3.591 -3.144 0.07 0.15 0.05
H -1.090 -2.544 2.729 0.13 -0.06 0.06
C -4.629 -3.824 2.683 0.22 0.10 -0.05
H -3.613 -7.645 -0.445 -0.01 -0.05 0.03
C -3.470 -3.314 2.101 -0.37 0.14 0.21
C -0.004 0.449 -3.264 0.05 0.05 0.42
C 4.206 -1.598 0.626 -0.16 -0.11 0.07
H 0.858 -3.293 -4.435 0.01 0.03 0.00
O 0.833 0.337 -2.173 0.21 -0.14 -0.83
H -4.932 -1.651 -0.770 0.00 0.03 0.04
H 0.087 0.672 5.552 0.01 -0.01 -0.01
C -2.122 -1.296 5.168 0.11 -0.03 -0.10
O -0.867 -1.600 4.584 -0.18 -0.09 0.28
C 0.038 -3.078 -3.761 0.00 0.00 0.14
C -2.664 -4.120 1.306 0.29 0.09 -0.38
H -3.215 -2.270 2.226 0.00 -0.06 0.01
H -3.276 4.151 -0.634 0.01 0.00 0.02
H 2.169 -2.201 0.780 0.03 0.00 -0.04
C 0.660 1.470 2.294 -0.02 0.04 0.12
H -3.750 0.677 -3.075 0.02 0.03 -0.01
C 5.097 -0.576 0.299 0.61 -0.05 0.01
N -1.496 -3.708 0.681 -0.21 -0.13 0.36
C -3.375 2.326 -1.755 0.26 -0.11 0.11
H 1.319 -2.500 -2.114 -0.03 0.03 -0.02
C 2.840 -1.388 0.504 0.16 0.05 0.13
H -5.111 5.267 -1.861 0.00 0.00 0.00
C -4.067 1.675 -2.800 -0.12 0.08 -0.10
C -2.318 -2.887 -3.324 0.08 0.00 0.12
C 3.221 0.831 -0.261 0.24 -0.11 0.10
C -1.324 1.126 -0.587 -0.20 -0.32 -0.74
H -4.431 -1.372 -2.451 0.00 0.01 0.00
C -0.341 -0.539 3.840 -0.03 -0.01 -0.09
H -2.849 -1.007 4.402 0.00 0.01 0.00
C -6.151 4.566 -5.690 0.24 0.12 0.38
H -3.339 -2.960 -3.671 -0.03 0.01 -0.02
H -0.198 1.501 -3.555 -0.03 0.04 -0.01
H -2.174 -7.323 -1.431 0.04 0.01 0.00
C 0.305 -2.657 -2.461 0.17 -0.08 -0.20
H -2.037 -0.478 5.889 -0.01 0.01 0.02
C 0.622 1.625 3.672 -0.01 -0.07 0.00
H -5.629 1.760 -4.263 -0.01 0.01 0.01
C -4.825 4.252 -2.115 0.19 -0.09 0.06
C -4.656 4.684 -5.883 -0.09 -0.16 0.13
H -4.306 5.569 -5.352 0.04 0.00 0.03
Co 0.379 0.174 -0.329 -0.10 0.74 1.32
H -1.243 -4.254 -0.126 0.06 -0.01 -0.05
C -4.234 -5.940 1.646 0.19 -0.09 -0.22
H 4.596 -2.550 0.974 0.00 0.00 -0.01
O -3.015 -2.125 -1.131 -0.23 0.01 0.06
H 5.282 1.446 -0.402 0.00 0.00 0.00
N -0.829 -1.921 1.984 0.13 0.09 0.06
C -2.946 -6.866 -0.818 0.12 0.17 0.18
C -4.345 -2.046 -1.595 0.22 0.01 0.07
C 6.527 -0.784 0.405 -0.71 0.11 -0.04
C -0.718 -2.369 -1.574 0.15 0.02 0.30
C 0.222 0.317 1.621 -0.04 -0.04 -0.40
```
Positions in Å, forces in eV/Å.

Summary:
HOMO energy (alpha / beta) ... -1.31 / -0.96 eV
Spin multiplicity ... 2
E_tot ... -106721.157 eV
Expectation value of S² ... 0.7637
Charge ... -2